[1]
{
  "formula": "C9H13OPS2",
  "method": "wB97M-V/def2-TZVPD",
  "spin_multiplicity": 3,
  "s_squared": 2.0268,
  "relative_energy_kcal_mol": 0.0,
  "molar_mass_g_mol": 232.31,
  "homo_lumo_gap_ev": [6.97, 5.42],
  "elements": ["C", "C", "C", "C", "C", "C", "C", "C", "C", "O", "P", "S", "S", "H", "H", "H", "H", "H", "H", "H", "H", "H", "H", "H", "H", "H"],
  "coordinates": [[-3.9985, 1.4231, 1.0879], [-3.5840, 0.1303, 0.8062], [-3.3205, 2.1893, 2.0247], [-2.4955, -0.4102, 1.4629], [-2.2253, 1.6647, 2.6824], [-1.8217, 0.3653, 2.3998], [1.7046, 0.0297, -2.0918], [2.6758, -1.7479, -0.5913], [1.9165, -0.4233, -0.6455], [2.5783, 0.5700, 0.1084], [-0.4105, -0.3452, 3.2921], [0.4117, 0.7789, 4.6384], [0.0547, -2.1630, 2.8051], [-4.8549, 1.8358, 0.5766], [-4.1134, -0.4595, 0.0721], [-3.6451, 3.1957, 2.2406], [-2.1624, -1.4197, 1.2623], [-1.6809, 2.2472, 3.4125], [2.6611, 0.1213, -2.6050], [1.0914, -0.6931, -2.6240], [1.2080, 0.9971, -2.1086], [2.7946, -2.0675, 0.4417], [3.6630, -1.6305, -1.0405], [2.1400, -2.5220, -1.1363], [0.9404, -0.5343, -0.1577], [3.5021, 0.5870, -0.1699]],
  "forces_ev_per_a": [[-0.11, 0.09, -0.05], [-0.02, -0.05, -0.06], [0.00, 0.02, -0.02], [0.04, -0.01, -0.02], [-0.03, 0.04, 0.00], [0.97, -0.41, 0.78], [-0.06, -0.02, 0.43], [-0.28, 0.25, 0.17], [-0.15, -0.37, -0.45], [0.30, 0.27, 0.21], [-2.22, 0.46, -2.03], [0.91, 0.30, 1.05], [0.70, -0.59, 0.37], [-0.07, 0.04, -0.05], [-0.05, -0.04, -0.04], [-0.04, 0.10, 0.01], [-0.03, -0.04, -0.04], [-0.01, 0.10, 0.05], [0.10, 0.00, -0.07], [-0.06, -0.06, -0.13], [-0.04, 0.06, -0.03], [0.03, -0.04, 0.06], [0.08, -0.01, -0.06], [-0.01, -0.09, -0.06], [0.11, -0.05, -0.06], [-0.07, 0.06, 0.04]]
}



[2]
{
  "formula": "C9H14",
  "method": "wB97M-V/def2-TZVPD",
  "spin_multiplicity": 2,
  "s_squared": 0.7595,
  "charge": -1,
  "relative_energy_kcal_mol": 18.1,
  "molar_mass_g_mol": 122.21,
  "homo_lumo_gap_ev": [2.57, 6.80],
  "elements": ["C", "C", "C", "C", "C", "C", "C", "H", "H", "H", "H", "H", "H", "H", "H", "C", "C", "H", "H", "H", "H", "H", "H"],
  "coordinates": [[-3.4757, -1.4475, 0.9105], [0.2057, -0.5503, 1.0731], [0.2250, 0.5367, 0.1761], [-1.0430, -1.1746, 1.3780], [-2.2109, -0.6849, 0.8403], [-0.9336, 1.0502, -0.3725], [-2.1702, 0.5209, 0.0327], [1.1672, -0.9709, 1.3541], [1.1203, 0.9685, -0.2448], [-0.9204, -2.0292, 2.0452], [-0.9185, 1.8169, -1.1487], [-3.4530, -2.2896, 0.1984], [-4.3572, -0.9368, 0.4964], [-3.1604, 0.9230, -0.1366], [-3.6739, -1.8325, 1.9112], [3.7651, 1.1057, -2.3213], [4.0971, 0.5606, -0.9053], [3.8998, 2.1843, -2.3333], [4.4390, 0.6049, -3.0265], [2.7509, 0.7939, -2.5400], [3.9814, -0.5165, -0.8775], [3.5167, 1.1640, -0.2218], [5.1588, 0.5222, -0.6045]],
  "forces_ev_per_a": [[-0.89, -0.74, -0.57], [0.65, 0.61, 0.08], [-0.60, 0.36, -1.12], [0.55, 0.15, -0.09], [1.15, 0.64, -0.32], [0.13, 0.07, 0.17], [-1.18, -1.37, 0.89], [-0.26, -0.13, 0.27], [0.59, -0.16, 0.25], [-0.77, -0.20, -0.24], [0.24, 0.06, 0.23], [0.31, -0.21, 0.37], [0.17, 0.55, 0.62], [0.10, 0.46, -0.56], [-0.20, -0.09, 0.00], [1.14, -1.10, 0.90], [0.88, -0.03, -0.74], [-0.15, 0.02, -0.31], [-0.17, 0.38, -0.23], [-0.24, 0.34, -0.20], [-1.29, -0.17, 0.24], [-0.12, -0.61, 0.69], [-0.05, 1.16, -0.34]]
}



[3]
{
  "formula": "C9H14",
  "method": "wB97M-V/def2-TZVPD",
  "spin_multiplicity": 1,
  "relative_energy_kcal_mol": 36.3,
  "molar_mass_g_mol": 122.21,
  "homo_lumo_gap_ev": 9.85,
  "elements": ["C", "C", "C", "C", "C", "C", "C", "H", "H", "H", "H", "H", "H", "H", "H", "C", "C", "H", "H", "H", "H", "H", "H"],
  "coordinates": [[-0.9291, -1.6322, 1.7745], [-0.6684, -0.2714, 1.2713], [0.6030, 0.1308, 0.8358], [0.8111, 1.4207, 0.2761], [-0.3441, 2.2070, 0.0464], [-1.6111, 1.8091, 0.5217], [-1.8473, 0.5896, 1.1098], [-0.1256, -2.3102, 1.3350], [-1.8951, -1.9820, 1.4525], [-0.9052, -1.5116, 2.8554], [1.4294, -0.4524, 1.0236], [1.6671, 1.8059, -0.0938], [-0.2991, 3.1132, -0.5194], [-2.2956, 2.6042, 0.6118], [-2.8608, 0.3480, 1.4773], [1.1425, -1.1206, -2.7853], [2.0831, -1.9206, -1.9864], [0.3996, -0.4987, -2.2651], [1.7979, -0.2556, -3.1542], [0.7888, -1.5425, -3.6321], [2.1751, -1.5847, -0.9370], [1.6763, -2.9747, -1.8944], [3.0081, -2.0333, -2.6442]],
  "forces_ev_per_a": [[1.65, -0.70, -0.30], [-1.84, 1.51, -1.69], [-2.04, 2.61, 0.09], [-5.16, -1.05, 0.43], [0.59, -1.51, 0.71], [1.30, 0.19, 0.35], [2.35, -0.49, 0.18], [-1.05, 0.50, 1.12], [-0.33, -0.21, 0.01], [0.10, -0.91, 0.25], [1.63, -1.57, 0.33], [3.06, 0.66, -0.86], [0.28, 0.59, 0.05], [-1.37, 0.54, -0.52], [0.86, -0.17, -0.14], [1.72, 5.20, 1.36], [0.27, -2.99, 0.04], [-0.27, -0.93, 0.18], [-0.84, -0.82, 0.01], [-1.38, -1.64, -2.49], [0.66, 0.13, -0.80], [0.49, 0.89, 0.05], [-0.67, 0.17, 1.66]]
}



[4]
{
  "formula": "C9H14",
  "method": "wB97M-V/def2-TZVPD",
  "spin_multiplicity": 1,
  "relative_energy_kcal_mol": 19.2,
  "molar_mass_g_mol": 122.21,
  "homo_lumo_gap_ev": 9.90,
  "elements": ["C", "C", "C", "C", "C", "C", "C", "H", "H", "H", "H", "H", "H", "H", "H", "C", "C", "H", "H", "H", "H", "H", "H"],
  "coordinates": [[-0.2705, 2.3278, 0.6271], [-0.8955, 1.3147, -0.3023], [-2.0903, 1.6277, -0.9793], [-2.9274, 0.6133, -1.3812], [-2.6274, -0.7175, -1.0524], [-1.3338, -0.9744, -0.6533], [-0.3969, 0.0231, -0.3038], [-0.8611, 2.3210, 1.5480], [-0.2203, 3.3555, 0.2592], [0.7412, 2.0828, 0.9277], [-2.3008, 2.6719, -1.1498], [-3.8431, 0.7785, -1.9361], [-3.3272, -1.5364, -1.1171], [-1.0701, -2.0080, -0.4334], [0.5241, -0.3287, 0.1226], [2.2208, -1.9788, 1.1137], [3.0246, -0.9438, 0.2725], [1.5899, -1.3940, 1.7892], [1.6672, -2.6818, 0.4962], [2.8645, -2.4690, 1.8396], [3.6075, -1.3685, -0.5396], [3.6438, -0.4377, 0.9991], [2.2809, -0.2776, -0.1467]],
  "forces_ev_per_a": [[0.15, 0.37, -0.13], [0.80, 0.59, 0.40], [0.68, -0.39, 0.17], [-0.66, -0.66, -0.13], [0.87, 0.63, -0.30], [0.51, -0.72, 0.73], [-2.24, -0.73, -0.28], [-0.01, 0.16, -0.06], [-0.30, -0.07, -0.15], [0.25, -0.32, -0.09], [-0.32, 0.09, 0.04], [-0.07, 0.41, 0.21], [-0.15, 0.10, -0.38], [0.10, 0.09, -0.21], [0.06, 0.50, 0.17], [0.74, 0.86, 0.13], [-0.92, -0.91, 0.73], [-0.54, -0.19, -0.35], [-0.14, -0.05, 0.25], [0.23, -0.58, -0.35], [0.14, -0.11, 0.11], [0.39, 0.50, -0.26], [0.44, 0.44, -0.26]]
}



[5]
{
  "formula": "C9H14",
  "method": "wB97M-V/def2-TZVPD",
  "spin_multiplicity": 1,
  "relative_energy_kcal_mol": 65.7,
  "molar_mass_g_mol": 122.21,
  "homo_lumo_gap_ev": 9.89,
  "elements": ["C", "C", "C", "C", "C", "C", "C", "H", "H", "H", "H", "H", "H", "H", "H", "C", "C", "H", "H", "H", "H", "H", "H"],
  "coordinates": [[0.9463, 2.0396, -2.3799], [-0.1358, 1.4744, -1.3846], [-0.4403, 0.1221, -1.5293], [-1.3674, -0.3824, -0.6296], [-2.0445, 0.3939, 0.4146], [-1.4910, 1.6672, 0.6451], [-0.4416, 2.1346, -0.2238], [2.0226, 2.0182, -1.9125], [0.6071, 3.1606, -2.5286], [1.1857, 1.6558, -3.4829], [0.1962, -0.5614, -2.0955], [-1.5576, -1.4252, -0.9013], [-2.8144, -0.0868, 0.8386], [-1.9407, 2.1552, 1.4811], [0.0224, 2.9347, 0.1774], [1.0115, -1.7953, 1.0757], [0.6612, -2.4707, 2.4272], [0.5457, -1.9368, 0.1082], [1.0260, -0.7742, 1.1167], [2.0189, -2.2171, 0.7716], [0.6891, -3.5544, 2.0978], [1.6146, -2.4141, 3.0076], [-0.3138, -2.1377, 2.9062]],
  "forces_ev_per_a": [[1.12, 2.28, -0.43], [3.47, -0.64, -1.80], [-0.83, 0.46, 1.82], [-0.92, -0.03, -0.15], [4.93, 0.72, -4.46], [-0.19, -2.42, -1.36], [-3.58, -2.16, 0.85], [-2.08, 0.28, -0.53], [1.17, -2.00, 0.18], [-1.41, 0.14, 2.52], [-0.63, 0.44, -0.49], [-0.63, 0.10, 1.03], [-2.69, -1.11, 2.12], [0.45, 0.99, 0.39], [1.66, 3.07, 0.21], [1.80, -2.35, -0.59], [0.31, -1.32, -1.76], [-1.37, -0.88, 0.43], [0.56, 2.84, 0.46], [-0.55, 0.90, 0.68], [-0.83, 0.81, 1.03], [-1.27, 0.45, 0.26], [1.52, -0.55, -0.42]]
}



[6]
{
  "formula": "C9H14",
  "method": "wB97M-V/def2-TZVPD",
  "spin_multiplicity": 1,
  "relative_energy_kcal_mol": 26.7,
  "molar_mass_g_mol": 122.21,
  "homo_lumo_gap_ev": 9.92,
  "elements": ["C", "C", "C", "C", "C", "C", "C", "H", "H", "H", "H", "H", "H", "H", "H", "C", "C", "H", "H", "H", "H", "H", "H"],
  "coordinates": [[-0.8645, 2.2905, 1.4233], [-0.2641, 1.0098, 1.8011], [-1.0788, -0.0182, 2.3221], [-0.4841, -1.2411, 2.5919], [0.8497, -1.4888, 2.3767], [1.6573, -0.5524, 1.7509], [1.0619, 0.6973, 1.6153], [-0.4084, 3.1302, 1.9686], [-1.8581, 2.3243, 1.8808], [-0.8689, 2.5602, 0.3783], [-2.1419, 0.1717, 2.5138], [-1.1696, -2.0266, 2.9194], [1.2312, -2.4463, 2.7340], [2.5903, -0.8694, 1.3074], [1.6493, 1.2937, 0.8735], [0.2567, -1.2915, -3.3305], [-0.2160, 0.0753, -3.8138], [-0.5536, -2.0134, -3.4291], [1.2812, -1.6048, -3.6946], [0.4010, -1.3136, -2.2537], [0.3062, 0.4557, -4.6866], [-1.2472, -0.0897, -4.0873], [-0.1295, 0.9470, -3.1614]],
  "forces_ev_per_a": [[-0.54, 1.67, 1.47], [-0.59, -1.71, 0.83], [0.70, 0.78, -0.22], [-1.57, -0.05, 0.44], [0.56, -1.17, 0.37], [-1.63, -0.26, 1.02], [2.28, 0.39, -3.50], [0.43, -0.16, -0.32], [-0.28, -0.07, -0.72], [-0.10, -0.22, -0.35], [0.43, -0.24, -0.19], [0.53, 0.03, 0.24], [0.03, 0.04, -0.54], [0.28, 0.53, 0.32], [-0.52, 0.43, 1.13], [1.37, -0.01, 0.96], [0.07, 0.25, -0.48], [0.49, -0.34, -0.71], [-1.46, 0.06, -0.13], [0.04, 0.35, 0.37], [0.07, -0.45, -0.45], [-0.42, 0.65, -0.15], [-0.16, -0.50, 0.62]]
}



[7]
{
  "formula": "C9H14",
  "method": "wB97M-V/def2-TZVPD",
  "spin_multiplicity": 1,
  "relative_energy_kcal_mol": 27.7,
  "molar_mass_g_mol": 122.21,
  "homo_lumo_gap_ev": 9.91,
  "elements": ["C", "C", "C", "C", "C", "C", "C", "H", "H", "H", "H", "H", "H", "H", "H", "C", "C", "H", "H", "H", "H", "H", "H"],
  "coordinates": [[-1.0119, 1.3229, 0.9826], [0.3179, 1.4918, 0.2964], [0.6307, 0.5809, -0.7180], [1.9427, 0.5200, -1.2037], [2.8633, 1.5292, -1.0164], [2.4690, 2.5922, -0.1626], [1.2956, 2.4788, 0.5538], [-1.4037, 0.3260, 0.7847], [-1.5872, 2.2036, 0.6211], [-0.9646, 1.5851, 2.0438], [-0.1270, -0.0446, -1.1824], [2.0303, -0.3315, -1.8526], [3.7786, 1.4583, -1.5813], [3.0531, 3.4779, -0.0287], [1.2824, 3.1202, 1.4432], [-1.9036, -2.5804, -0.6117], [-1.7315, -2.9097, 0.8959], [-2.8826, -2.7617, -0.9851], [-1.4313, -1.6226, -0.7862], [-1.4300, -3.3757, -1.2181], [-2.6815, -3.3513, 1.2144], [-1.5185, -2.0021, 1.4524], [-0.9901, -3.7071, 1.0584]],
  "forces_ev_per_a": [[0.47, 2.15, 0.00], [0.84, -0.55, -0.42], [0.66, 0.85, 0.53], [-1.65, -0.21, -0.64], [-0.75, 0.47, 0.41], [0.36, -1.50, -0.97], [-0.39, -0.19, 1.05], [-0.40, 0.43, 0.11], [-0.54, -1.04, -0.17], [0.22, -0.65, 0.10], [0.16, -0.25, 0.50], [0.99, -0.05, -0.47], [0.30, 0.39, 0.23], [0.57, 0.15, 0.17], [-0.80, 0.06, -0.45], [1.56, -1.61, 0.41], [-0.84, -0.83, -0.84], [-1.25, 1.02, 0.08], [-0.43, 0.09, -0.70], [0.64, 0.58, 0.26], [0.15, 0.26, 0.46], [0.08, -0.21, 0.29], [0.04, 0.64, 0.06]]
}



[8]
{
  "formula": "C9H14",
  "method": "wB97M-V/def2-TZVPD",
  "spin_multiplicity": 1,
  "relative_energy_kcal_mol": 59.9,
  "molar_mass_g_mol": 122.21,
  "homo_lumo_gap_ev": 10.08,
  "elements": ["C", "C", "C", "C", "C", "C", "C", "H", "H", "H", "H", "H", "H", "H", "H", "C", "C", "H", "H", "H", "H", "H", "H"],
  "coordinates": [[1.4934, 0.4769, 2.3625], [1.0176, -0.0518, 1.0079], [0.6389, -1.4201, 0.8502], [0.3886, -1.8647, -0.4917], [0.4370, -1.0200, -1.6123], [1.0284, 0.1675, -1.3946], [1.2434, 0.6559, -0.1435], [2.4990, 0.3796, 2.6815], [0.9253, -0.2297, 3.1362], [1.3183, 1.5855, 2.3792], [0.4151, -2.0156, 1.6656], [0.1009, -3.0335, -0.6055], [0.1035, -1.4230, -2.6322], [1.5506, 0.7345, -2.2276], [1.5834, 1.6520, 0.0264], [-2.0504, 0.8756, 0.0750], [-3.0857, 1.4259, -0.9358], [-1.4186, -0.0258, -0.4611], [-1.4274, 1.5301, 0.6400], [-2.5126, 0.3468, 0.9063], [-3.5901, 2.3703, -0.7094], [-3.6189, 0.6570, -1.2508], [-2.5960, 2.0005, -1.8551]],
  "forces_ev_per_a": [[-3.14, -0.75, 0.73], [1.21, -2.32, 0.71], [0.01, 2.41, -3.59], [-1.33, -2.74, 1.44], [-0.40, -3.36, -0.73], [1.73, 2.59, -2.35], [0.20, 0.64, 1.19], [1.33, -0.52, -0.58], [0.81, 2.27, -1.08], [-0.45, -1.04, 0.62], [-0.03, -1.32, 1.45], [0.46, 3.03, 0.12], [0.89, 0.75, 1.60], [-1.46, -0.43, 0.74], [0.56, 0.66, -0.40], [0.34, -2.78, -1.37], [4.61, 5.33, -0.21], [-1.42, 2.65, 1.37], [0.78, 0.95, -0.44], [-0.72, -0.22, -0.10], [-0.85, -0.77, 1.22], [-2.97, -2.97, -1.62], [-0.15, -2.05, 1.27]]
}